Entry 1:
{
  "formula": "C30H62O14PdS6",
  "method": "wB97M-V/def2-TZVPD",
  "homo_lumo_gap_ev": [7.5, 6.5],
  "total_charge": 0,
  "homo_energy_ha": [-0.262, -0.258],
  "e_tot_ha": -4750.27026,
  "s_squared": 2.00,
  "multiplicity": 3,
  "species": ["Pd", "C", "C", "C", "O", "H", "H", "H", "H", "H", "H", "H", "C", "C", "C", "O", "H", "H", "H", "H", "H", "H", "H", "C", "C", "C", "S", "O", "O", "C", "H", "H", "H", "H", "H", "H", "H", "H", "C", "C", "C", "S", "O", "O", "C", "H", "H", "H", "H", "H", "H", "H", "H", "C", "C", "C", "S", "O", "O", "C", "H", "H", "H", "H", "H", "H", "H", "H", "C", "C", "C", "S", "O", "O", "C", "H", "H", "H", "H", "H", "H", "H", "H", "C", "C", "C", "S", "O", "O", "C", "H", "H", "H", "H", "H", "H", "H", "H", "C", "C", "C", "S", "O", "O", "C", "H", "H", "H", "H", "H", "H", "H", "H"],
  "coordinates": [[0.37948, 0.49078, 0.01221], [0.18422, -3.80790, -1.18793], [1.27868, -2.86805, -0.65751], [2.61030, -3.44984, -0.98864], [1.27107, -1.46031, -0.89042], [0.04897, -4.78851, -0.73163], [0.13491, -3.79824, -2.27677], [-0.77319, -3.42057, -0.83945], [1.42550, -3.07233, 0.40306], [2.81162, -4.38903, -0.47340], [3.37013, -2.79377, -0.56397], [2.69744, -3.41719, -2.07466], [0.62382, 4.43647, 2.18911], [-0.53957, 3.69248, 1.49889], [-0.93976, 4.42556, 0.25343], [-0.17285, 2.43801, 0.94692], [1.55354, 4.27806, 1.64265], [0.75708, 4.02060, 3.18782], [0.57938, 5.52511, 2.22068], [-1.33930, 3.61637, 2.23561], [-1.73800, 3.86901, -0.23764], [-0.04088, 4.38566, -0.36182], [-1.39433, 5.37489, 0.53669], [-0.80970, -2.53543, 5.85576], [-0.90625, -2.01544, 4.34497], [-0.21716, -2.90502, 3.29577], [0.55957, -4.27278, 4.45299], [1.90889, -3.82222, 4.84039], [0.29374, -5.63448, 3.94945], [-0.66636, -4.03733, 5.81424], [-1.68932, -2.14874, 6.37039], [-0.04168, -2.06973, 6.47330], [-0.43086, -1.03466, 4.35875], [-1.90554, -1.74183, 4.00639], [0.56398, -2.46609, 2.67506], [-0.91414, -3.43987, 2.65059], [-0.25488, -4.54232, 6.68818], [-1.56347, -4.62715, 5.62606], [3.48756, -0.34932, 5.03981], [4.67297, -1.01899, 4.30136], [4.10853, -1.07039, 2.86801], [3.25970, 0.56812, 2.47824], [1.94183, 0.34597, 1.87234], [4.25901, 1.47139, 1.89256], [3.13891, 0.90667, 4.36362], [3.87978, -0.24479, 6.05141], [2.69264, -1.09483, 5.06075], [4.69554, -2.02988, 4.70842], [5.64908, -0.53471, 4.27375], [3.30386, -1.80549, 2.85285], [4.65373, -1.33212, 1.96117], [2.24999, 1.48837, 4.60765], [3.93579, 1.57271, 4.69449], [-4.64842, 1.38114, 2.13590], [-5.21831, 1.48265, 0.71801], [-4.26272, 0.81067, -0.30328], [-3.15239, -0.23056, 0.65271], [-1.75866, -0.14507, 0.24530], [-3.82187, -1.48627, 0.84954], [-3.18918, 0.78065, 2.15731], [-5.32847, 0.80012, 2.75885], [-4.66334, 2.33516, 2.66291], [-5.33507, 2.48032, 0.29478], [-6.19063, 0.99038, 0.69926], [-3.63226, 1.63290, -0.64174], [-4.76989, 0.32618, -1.13762], [-2.48002, 1.60533, 2.08588], [-2.93605, 0.24426, 3.07180], [5.96247, 1.71731, -1.73066], [5.49436, 0.22799, -1.47137], [4.18026, -0.00757, -2.23867], [3.20305, 1.55763, -2.06901], [2.19130, 1.59616, -1.01384], [2.82939, 1.92059, -3.42807], [4.55224, 2.43112, -1.44184], [6.13267, 1.89599, -2.79236], [6.76909, 2.07909, -1.09303], [5.18945, 0.23251, -0.42488], [6.18269, -0.61536, -1.52652], [3.58070, -0.91785, -2.24243], [4.47247, -0.06568, -3.28716], [4.38935, 2.24329, -0.38057], [4.38529, 3.48240, -1.67645], [-0.81370, 2.66362, -5.34552], [0.17175, 3.43142, -4.52015], [-0.33870, 3.42418, -3.07017], [-1.33379, 1.84137, -2.79966], [-2.76025, 2.02693, -2.66818], [-0.56755, 0.99816, -1.86867], [-1.11702, 1.32130, -4.62392], [-0.40970, 2.51384, -6.34674], [-1.67957, 3.32450, -5.38546], [0.07265, 4.42644, -4.95402], [1.13888, 3.03361, -4.82756], [-1.09166, 4.11674, -2.69404], [0.42522, 3.21327, -2.32180], [-1.94180, 0.75728, -5.05949], [-0.24901, 0.67653, -4.76154], [-2.71821, -1.85728, -3.87104], [-3.49274, -1.59213, -5.20250], [-4.86582, -1.08774, -4.84733], [-5.39069, -2.14330, -3.47721], [-6.01501, -3.41249, -3.89015], [-5.91169, -1.19754, -2.49301], [-3.63321, -2.47878, -2.83054], [-2.28866, -0.95826, -3.42907], [-1.85474, -2.47420, -4.11986], [-3.72142, -2.49802, -5.76390], [-2.96458, -0.85596, -5.80847], [-5.62037, -1.03011, -5.63181], [-4.81606, -0.14120, -4.30909], [-3.49030, -3.54874, -2.98176], [-3.49377, -2.14580, -1.80205]],
  "lowdin_charge": [1.111, -0.060, -0.609, -0.110, -0.316, 0.075, 0.069, 0.054, 0.094, 0.083, 0.059, 0.077, -0.068, -0.594, -0.097, -0.388, 0.068, 0.059, 0.064, 0.104, 0.060, 0.074, 0.075, -0.213, -0.201, -0.148, 0.746, -0.361, -0.367, -0.230, 0.106, 0.105, 0.099, 0.093, 0.075, 0.096, 0.102, 0.107, -0.255, -0.179, -0.202, 0.772, -0.392, -0.348, -0.194, 0.123, 0.103, 0.118, 0.118, 0.085, 0.094, 0.102, 0.104, -0.196, -0.188, -0.206, 0.693, -0.415, -0.299, -0.178, 0.104, 0.106, 0.114, 0.112, 0.071, 0.087, 0.078, 0.091, -0.118, -0.201, -0.189, 0.714, -0.376, -0.328, -0.243, 0.102, 0.112, 0.083, 0.116, 0.083, 0.096, 0.068, 0.115, -0.242, -0.223, -0.152, 0.765, -0.327, -0.424, -0.166, 0.121, 0.116, 0.116, 0.103, 0.098, 0.069, 0.065, 0.107, -0.208, -0.211, -0.237, 0.748, -0.338, -0.371, -0.163, 0.087, 0.114, 0.118, 0.096, 0.113, 0.097, 0.098, 0.083]
}

***

Entry 2:
{
  "formula": "C30H63ClINO18P5S2",
  "method": "wB97M-V/def2-TZVPD",
  "homo_lumo_gap_ev": 6.4,
  "total_charge": 1,
  "homo_energy_ha": -0.419,
  "e_tot_ha": -5850.79898,
  "multiplicity": 1,
  "species": ["C", "C", "C", "I", "C", "N", "C", "C", "C", "C", "S", "O", "O", "O", "C", "P", "O", "Cl", "C", "C", "O", "O", "C", "P", "S", "H", "H", "H", "H", "H", "H", "H", "H", "H", "H", "H", "H", "H", "H", "H", "H", "H", "H", "O", "P", "O", "C", "C", "O", "C", "C", "O", "C", "C", "H", "H", "H", "H", "H", "H", "H", "H", "H", "H", "H", "H", "H", "H", "H", "O", "P", "O", "C", "C", "O", "C", "C", "O", "C", "C", "H", "H", "H", "H", "H", "H", "H", "H", "H", "H", "H", "H", "H", "H", "H", "O", "P", "O", "C", "C", "O", "C", "C", "O", "C", "C", "H", "H", "H", "H", "H", "H", "H", "H", "H", "H", "H", "H", "H", "H", "H"],
  "coordinates": [[-0.78804, -2.17718, 1.82629], [-1.97575, -1.96462, 0.84833], [-1.67174, -2.77788, -0.46828], [-2.38730, -4.80822, -0.43489], [-2.01569, -1.99370, -1.72289], [-0.96376, -1.37979, -2.31541], [-1.02799, -0.63986, -3.42153], [0.27785, 0.00283, -3.89370], [1.24157, -1.06633, -4.54181], [2.26310, -1.55626, -3.48669], [3.39071, -2.73974, -4.30483], [4.55146, -2.95600, -3.51341], [3.63968, -2.30035, -5.63362], [2.58613, -4.14440, -4.39910], [-2.24139, -0.47841, -4.08847], [-2.12912, 0.54779, -5.65179], [-3.62124, 0.82060, -6.25485], [-1.20935, -0.74195, -7.05659], [-3.38658, -1.08238, -3.52468], [-4.73796, -0.89544, -4.25297], [-5.27971, 0.17005, -4.25385], [-5.21446, -1.97290, -4.93451], [-3.25843, -1.82810, -2.31258], [-4.80183, -2.54250, -1.56733], [-6.26749, -1.27296, -1.47749], [-0.82233, -3.19973, 2.22644], [-0.77249, -1.40998, 2.61450], [0.18124, -2.06362, 1.30556], [-2.94369, -2.22007, 1.28974], [-1.90643, -0.90485, 0.54191], [-0.57485, -2.88691, -0.47031], [-0.05661, -1.47606, -1.86607], [0.76278, 0.35141, -2.95991], [0.10694, 0.89681, -4.50018], [0.60070, -1.88830, -4.89920], [1.75478, -0.56911, -5.37402], [1.80846, -2.09335, -2.63901], [2.88772, -0.74170, -3.09515], [1.66310, -3.99504, -4.14455], [-3.59056, 0.58876, -7.19923], [-5.10986, -2.78458, -4.41616], [-4.54112, -2.94778, -0.23967], [-5.15704, -3.66343, -2.36863], [-2.54172, -0.22186, 4.64216], [-3.75614, -0.23575, 5.52441], [-3.76482, 1.28893, 6.12022], [-4.15381, 2.36492, 5.26461], [-5.63388, 2.32339, 4.93184], [-3.07701, -1.00322, 6.81444], [-1.89884, -1.79679, 6.68564], [-0.67289, -0.99655, 7.07726], [-5.26770, -0.54112, 6.11363], [-5.60064, -1.78101, 6.77004], [-5.55804, -1.62086, 8.27391], [-3.54778, 2.35050, 4.35319], [-3.92607, 3.28689, 5.79943], [-5.87436, 1.44526, 4.32525], [-5.92917, 3.21317, 4.37446], [-6.23159, 2.25994, 5.84095], [-1.80544, -2.20440, 5.67868], [-2.00808, -2.65049, 7.35958], [-0.62828, -0.04384, 6.54943], [0.24052, -1.55625, 6.86761], [-0.70099, -0.76317, 8.14284], [-4.96346, -2.59617, 6.42570], [-6.61986, -2.03507, 6.47186], [-4.57815, -1.31529, 8.63340], [-5.82190, -2.56057, 8.76303], [-6.26202, -0.85122, 8.59405], [-3.87249, 5.22476, -1.87106], [-2.90240, 5.77435, -2.86690], [-1.71794, 4.62583, -2.84587], [-1.96974, 3.37597, -3.46512], [-2.04387, 3.48166, -4.97835], [-2.20279, 6.90285, -1.89779], [-2.85956, 7.40340, -0.73079], [-2.37243, 6.67724, 0.50641], [-2.25012, 6.48936, -4.20309], [-2.13475, 7.92251, -4.32632], [-0.73659, 8.38149, -3.97524], [-2.89138, 2.94058, -3.05856], [-1.13878, 2.71815, -3.18666], [-2.91327, 4.06746, -5.28885], [-2.12081, 2.46698, -5.42736], [-1.15951, 3.98171, -5.37788], [-3.94236, 7.34098, -0.83021], [-2.61340, 8.46506, -0.65160], [-2.43597, 5.59521, 0.38936], [-2.95370, 6.96904, 1.38223], [-1.32224, 6.91187, 0.69132], [-2.89489, 8.43369, -3.73610], [-2.33427, 8.16856, -5.37104], [-0.45443, 8.11892, -2.95817], [-0.65524, 9.46477, -4.08165], [-0.00500, 7.91035, -4.63412], [8.26078, -1.64332, 2.43975], [7.67261, -2.74216, 1.61188], [8.56477, -4.03826, 2.06975], [8.33795, -4.61275, 3.35663], [6.99489, -5.31510, 3.44002], [8.42679, -2.37576, 0.19374], [8.96182, -1.07660, -0.05808], [10.44865, -1.04839, 0.23122], [6.59115, -3.70137, 0.80194], [6.08326, -3.34934, -0.49804], [6.83018, -4.08184, -1.58879], [8.42322, -3.84028, 4.12680], [9.13749, -5.33504, 3.52152], [6.17289, -4.59805, 3.35710], [6.89315, -5.84147, 4.39003], [6.88254, -6.02985, 2.62447], [8.43014, -0.31372, 0.51009], [8.79121, -0.85558, -1.11556], [10.67284, -1.43745, 1.22415], [10.84007, -0.03256, 0.15698], [10.98236, -1.68038, -0.48122], [6.09492, -2.26885, -0.64878], [5.03413, -3.65704, -0.52446], [7.89545, -3.86204, -1.58837], [6.43145, -3.81618, -2.56528], [6.73659, -5.16151, -1.45575]],
  "lowdin_charge": [-0.090, -0.259, -0.691, 0.953, -0.251, 0.191, -0.208, -0.128, -0.202, -0.212, 0.605, -0.260, -0.248, -0.132, -0.203, 0.682, -0.270, 0.280, -0.047, -0.553, 0.144, 0.128, -0.248, 0.354, 0.266, 0.079, 0.079, 0.076, 0.098, 0.123, 0.060, 0.163, 0.131, 0.091, 0.101, 0.123, 0.093, 0.126, 0.078, 0.075, 0.097, -0.063, -0.003, -0.248, 0.606, -0.201, -0.286, -0.085, -0.249, -0.290, -0.071, -0.207, -0.264, -0.064, 0.108, 0.120, 0.066, 0.080, 0.083, 0.096, 0.119, 0.075, 0.077, 0.079, 0.112, 0.117, 0.072, 0.085, 0.084, -0.223, 0.616, -0.200, -0.305, -0.114, -0.251, -0.282, -0.073, -0.211, -0.259, -0.066, 0.115, 0.103, 0.083, -0.070, 0.095, 0.106, 0.120, 0.072, 0.079, 0.077, 0.115, 0.118, 0.071, 0.086, 0.081, -0.225, 0.607, -0.203, -0.286, -0.089, -0.252, -0.291, -0.071, -0.213, -0.276, -0.065, 0.112, 0.119, 0.065, 0.078, 0.080, 0.103, 0.116, 0.077, 0.078, 0.077, 0.112, 0.108, 0.077, 0.051, 0.086]
}